{"formula": "C20H60O10S6", "method": "wB97M-V/def2-TZVPD", "orbital_gap_ha": 0.3026, "total_energy_ev": -107182.9449, "e_homo_ev": -8.5387, "de_lowest_kcal_mol": 0.0, "symbols": ["C", "C", "O", "H", "H", "H", "H", "H", "H", "C", "C", "O", "H", "H", "H", "H", "H", "H", "C", "C", "O", "H", "H", "H", "H", "H", "H", "C", "C", "O", "H", "H", "H", "H", "H", "H", "C", "S", "O", "C", "H", "H", "H", "H", "H", "H", "C", "S", "O", "C", "H", "H", "H", "H", "H", "H", "C", "S", "O", "C", "H", "H", "H", "H", "H", "H", "C", "S", "O", "C", "H", "H", "H", "H", "H", "H", "C", "S", "O", "C", "H", "H", "H", "H", "H", "H", "C", "S", "O", "C", "H", "H", "H", "H", "H", "H"], "coordinates": [[-9.1014, 22.0488, 13.6934], [-9.2657, 23.5305, 14.2145], [-9.7564, 24.2431, 13.0788], [-8.1897, 21.9686, 13.0081], [-10.0956, 21.5389, 13.4652], [-8.8245, 21.4467, 14.6246], [-8.3597, 24.0855, 14.6082], [-10.1257, 23.5713, 14.8589], [-9.9466, 25.1424, 13.5634], [-12.4148, 24.6878, 11.0076], [-11.1287, 24.2917, 10.2380], [-11.5010, 23.6910, 9.0506], [-13.1554, 25.0531, 10.1576], [-12.1629, 25.5875, 11.4299], [-12.6863, 24.0167, 11.8078], [-10.2950, 23.7369, 10.8556], [-10.5907, 25.1308, 9.8664], [-10.3490, 23.6919, 8.6955], [-12.3653, 20.9658, 7.3805], [-11.8739, 20.6100, 8.7667], [-12.5088, 19.4533, 9.2417], [-11.6039, 21.5480, 6.8026], [-13.2129, 21.5706, 7.2690], [-12.3976, 19.9700, 6.8551], [-12.0265, 21.3623, 9.6132], [-10.8880, 20.3714, 8.6590], [-13.4037, 19.7316, 9.3693], [-12.3219, 24.6018, 6.3603], [-11.5908, 25.8440, 6.7873], [-10.7546, 26.3345, 5.7652], [-11.6789, 23.9330, 5.9287], [-12.9416, 24.8828, 5.4880], [-12.8710, 24.0129, 7.2877], [-11.0557, 25.7420, 7.8532], [-12.3686, 26.5798, 6.9703], [-10.6926, 27.1504, 6.0906], [-11.8836, 27.7624, 14.8992], [-10.1469, 27.9074, 15.0878], [-9.6007, 26.4768, 14.8696], [-9.8475, 28.9790, 13.8341], [-12.2086, 27.2720, 15.7237], [-12.1789, 27.1551, 13.7759], [-12.4880, 28.8396, 15.0925], [-10.2139, 30.0173, 14.1949], [-10.3474, 28.5615, 12.8210], [-8.8256, 29.1539, 13.7546], [-15.8107, 22.1818, 10.8919], [-15.6969, 20.4664, 11.2321], [-15.2157, 19.9016, 9.9457], [-14.2276, 20.6122, 12.1450], [-16.8122, 22.3797, 10.5279], [-15.1303, 22.3935, 10.0470], [-15.8785, 22.7850, 11.8294], [-13.5027, 19.8228, 11.9318], [-14.2665, 20.6425, 13.2113], [-13.5738, 21.6240, 11.8205], [-7.6436, 21.1743, 7.1089], [-7.7566, 22.7078, 8.0311], [-9.1816, 23.2314, 7.8718], [-7.7374, 21.9600, 9.6490], [-7.3775, 21.5452, 6.1190], [-8.5727, 20.5104, 6.9704], [-6.9276, 20.4555, 7.3910], [-8.2616, 20.9820, 9.6433], [-8.1168, 22.8176, 10.4548], [-6.9338, 21.3846, 9.8094], [-17.6677, 28.1163, 10.3229], [-17.4435, 26.4940, 11.0392], [-17.3164, 25.5569, 9.9245], [-15.8085, 26.6893, 11.8009], [-18.5616, 28.4225, 9.7427], [-16.8403, 28.4171, 9.4487], [-17.6924, 28.9334, 11.0666], [-15.6203, 26.0533, 12.6218], [-15.9528, 27.7456, 12.3123], [-14.9637, 26.8635, 11.2112], [-6.7819, 25.0322, 11.4431], [-6.9165, 26.5864, 12.2883], [-5.6108, 27.4299, 11.9138], [-8.0989, 27.3537, 11.2260], [-6.4796, 25.2587, 10.3786], [-7.7907, 24.4561, 11.6741], [-6.0975, 24.4188, 11.9831], [-7.8521, 26.9581, 10.1240], [-8.2559, 28.4732, 11.1828], [-8.9519, 26.9608, 11.4560], [-14.3581, 23.7064, 14.5382], [-16.0520, 23.7618, 14.9942], [-16.5051, 22.3338, 15.3172], [-15.8201, 24.4860, 16.6436], [-13.9613, 22.8670, 15.0286], [-13.6988, 24.4617, 14.7855], [-14.2665, 23.5749, 13.3431], [-15.6236, 25.5080, 16.3952], [-14.9831, 24.0683, 17.2113], [-16.6362, 24.4501, 17.4488]], "forces_ev_per_angstrom": [[1.032, -0.297, 2.652], [-0.132, -1.199, -1.800], [-0.202, 3.111, 1.174], [-1.782, -0.123, 0.431], [1.427, 1.129, -0.681], [0.090, 0.616, -1.062], [-0.829, -1.191, -0.110], [0.208, -0.272, 1.314], [0.396, -1.637, -1.732], [0.281, -0.016, -3.005], [0.006, -0.763, 1.451], [4.794, -1.052, -1.388], [0.882, -1.548, 1.929], [0.502, 2.406, 1.705], [-0.638, -0.432, -0.314], [-1.919, 0.435, -0.696], [0.482, 1.922, 0.655], [-4.560, -1.162, -0.139], [2.443, -0.780, -1.289], [-2.614, 1.513, 1.505], [0.653, -1.041, -0.066], [-0.197, -0.344, 0.646], [-1.721, 0.316, 0.192], [-0.559, 1.023, 0.295], [0.556, -0.226, -1.648], [2.938, -0.460, 0.094], [-1.469, -0.253, 0.360], [-2.426, -0.019, 2.041], [-0.366, -0.832, 2.734], [-0.395, -4.693, -1.277], [2.032, -1.969, -0.696], [-0.446, -0.131, 0.756], [1.203, 1.901, -2.649], [-0.715, -0.081, -2.416], [-0.222, 0.453, 0.169], [1.278, 5.593, 0.995], [-2.227, 2.576, -4.398], [0.461, -3.086, 2.872], [-0.818, 2.151, -0.472], [-2.407, 1.724, -3.384], [-1.015, -2.286, 2.206], [0.798, 1.981, 3.496], [1.886, -2.623, -1.188], [-0.033, -1.763, -0.803], [1.221, 1.386, 2.113], [2.003, -0.136, -0.514], [-1.692, 1.295, 0.130], [0.039, -0.367, -0.204], [-0.309, -0.513, -0.723], [4.215, 2.608, -0.058], [-0.336, -0.217, -0.549], [0.182, 0.272, 0.955], [1.025, -0.289, -0.680], [-0.526, -0.319, -0.397], [-0.752, 0.163, 0.820], [-1.866, -2.516, 0.640], [-2.070, -0.411, -1.982], [-1.324, -0.365, 0.718], [1.367, -0.254, -0.230], [-4.093, 2.252, 1.224], [0.001, -0.327, -0.199], [0.736, 1.661, 0.608], [1.441, -0.288, 0.872], [-1.834, 1.131, -0.094], [1.219, -2.844, -2.016], [4.663, -0.450, 1.071], [2.018, 3.194, -2.677], [-0.247, -0.075, 0.490], [0.037, -0.807, -0.790], [-1.843, 4.241, 1.510], [-0.180, -1.606, 0.454], [-1.559, -1.066, 2.564], [0.581, -0.576, 0.123], [-0.102, -1.244, 0.549], [0.250, -1.837, -0.658], [1.078, -0.301, -1.530], [-2.315, -0.643, -0.434], [3.750, 3.204, -0.393], [-2.548, -2.203, 1.092], [3.821, 1.624, -4.555], [-0.496, -0.665, 1.096], [1.555, 1.410, -1.050], [1.057, -0.130, 0.215], [-0.460, 1.175, 2.253], [1.048, -1.284, 0.536], [-5.488, -2.484, 1.284], [-0.074, -1.342, -3.914], [-2.152, -1.802, 2.083], [0.858, 1.616, -1.140], [-0.356, 0.134, 1.409], [0.462, -1.574, 0.433], [0.767, 2.290, 0.649], [-0.375, 0.093, 2.799], [0.260, 0.938, 0.280], [0.278, -0.163, -0.629], [0.411, -0.163, -2.017]], "lowdin_charge": [-0.0827, -0.3168, -0.2018, 0.0752, 0.0888, 0.0747, 0.1251, 0.0916, 0.0731, -0.0539, -0.3989, -0.2322, 0.1294, 0.0013, 0.0371, 0.1125, 0.0666, 0.1342, -0.0716, -0.3296, -0.0954, 0.0675, 0.0414, 0.0997, 0.1209, 0.0587, -0.0014, -0.0968, -0.3425, -0.0192, 0.0204, 0.0824, 0.1278, 0.1288, 0.0986, 0.0010, -0.3081, 0.8163, -0.5432, -0.3421, -0.0311, 0.1550, 0.1338, 0.1058, 0.1184, 0.0224, -0.2846, 0.8452, -0.5365, -0.3009, 0.0442, 0.0815, 0.0548, 0.0543, 0.0278, 0.1139, -0.2647, 0.9078, -0.5329, -0.2674, 0.0433, 0.1039, 0.0369, 0.0727, 0.0997, -0.0040, -0.3207, 0.7857, -0.5443, -0.2537, 0.0493, 0.1275, 0.0383, 0.0003, 0.0867, 0.0234, -0.2952, 0.8392, -0.5936, -0.2895, 0.0803, 0.0637, 0.0378, 0.1136, 0.0890, -0.0628, -0.2943, 0.8113, -0.5595, -0.2697, 0.0393, 0.0167, 0.0787, 0.0191, 0.0557, 0.0922]}